The following is a DFT calculation (the ωB97M-V functional and the def2-TZVPD basis) of C19H43BeGeN4OS2Si3 as an isolated structure.

Results
**Orbital gap (alpha / beta)**: 6.25 / 8.12 eV
**Spin multiplicity**: 2
**LUMO level (alpha / beta)**: -0.2107 / -0.2225 hartree
**Expectation value of S²**: 0.766
**Energy above the lowest of the compared OMol25 structures with the same formula, charge and spin**: 0.0 kJ/mol
**Total charge**: +2

Each line ends with the natural charge from an NBO analysis.
Positions of all 74 atoms, in Å:
1 C -0.246 -4.540 1.001  -1.13
2 H -2.528 -1.976 0.546  0.27
3 H 1.661 -4.373 -1.566  0.25
4 H 4.758 -0.284 -1.061  0.26
5 H -1.747 -0.412 -4.496  0.27
6 H 2.018 2.217 -1.043  0.24
7 C -0.589 -3.128 -3.260  -1.12
8 C -2.227 -1.875 1.585  -0.83
9 H 3.446 -0.881 -3.606  0.27
10 C 2.514 -1.192 -3.124  -1.13
11 H 3.251 1.893 -2.249  0.27
12 H -0.619 -4.002 -2.605  0.25
13 H -3.502 -1.168 -1.311  0.22
14 H 0.060 2.399 4.543  0.41
15 C 2.208 -4.065 -0.672  -1.12
16 H -3.626 -2.121 -2.773  0.27
17 Si 2.381 -0.244 -1.515  1.35
18 H -3.114 -2.909 -1.294  0.24
19 H -1.729 3.662 -2.960  0.25
20 H 4.015 -1.675 -0.287  0.24
21 C 1.656 1.916 3.340  0.35
22 H -3.918 0.390 1.983  0.27
23 H -0.318 0.289 -3.744  0.24
24 C -1.308 -0.121 -3.538  -1.13
25 Si 1.076 -3.274 0.591  1.31
26 C -0.994 3.601 2.233  0.22
27 N -0.702 2.736 0.092  -0.74
28 H -2.329 5.621 0.812  0.24
29 H 1.702 -0.980 -3.821  0.24
30 H 0.433 -3.000 -3.616  0.25
31 H -1.936 0.672 -3.126  0.24
32 C -0.907 2.722 -1.233  0.07
33 Be 0.080 1.645 1.120  1.58
34 H 2.338 2.130 5.266  0.42
35 C 1.965 -2.681 2.121  -1.13
36 C -1.930 4.809 0.223  -0.21
37 N -0.481 2.356 2.526  -0.73
38 H -1.435 -2.571 1.841  0.27
39 H -1.835 5.446 2.922  0.25
40 H 3.043 -3.437 -0.978  0.24
41 H 2.627 -4.970 -0.224  0.27
42 H 2.745 -1.961 1.867  0.25
43 H -1.053 -4.573 0.266  0.25
44 Ge 0.347 -1.302 -0.627  0.21
45 C 3.890 -0.610 -0.480  -1.13
46 C -1.213 4.631 3.282  -0.68
47 H 3.917 -0.085 0.471  0.25
48 H 1.285 -2.201 2.830  0.23
49 H -1.701 4.205 4.161  0.23
50 H -2.639 5.583 -1.628  0.25
51 N 2.539 1.816 4.330  -0.75
52 H -3.073 -2.037 2.255  0.28
53 O -0.561 0.054 0.809  -1.07
54 C -3.076 0.684 1.355  -0.80
55 C -1.227 3.759 0.850  0.11
56 H -1.213 -3.352 -4.130  0.27
57 H -0.485 1.881 -1.765  0.21
58 H -0.680 -4.437 1.996  0.24
59 H -3.263 0.438 0.311  0.25
60 H 3.480 1.529 4.122  0.44
61 S 2.097 1.546 1.724  -0.34
62 H -0.263 5.067 3.606  0.25
63 S -1.659 -0.233 1.926  1.28
64 C -2.104 4.782 -1.136  -0.13
65 C -3.032 -1.983 -1.866  -1.13
66 H -2.868 1.742 1.486  0.27
67 C 2.264 1.582 -1.894  -1.13
68 C -1.596 3.710 -1.889  -0.27
69 H 2.575 -2.272 -2.979  0.25
70 H 1.558 1.782 -2.701  0.24
71 H 2.432 -3.525 2.635  0.27
72 N 0.406 2.290 3.601  -0.42
73 H 0.241 -5.519 0.982  0.27
74 Si -1.278 -1.612 -2.411  1.30

The following is a DFT calculation (the ωB97M-V functional and the def2-TZVPD basis) of an isolated ion of composition C4H8N3 and charge +1.

Results
**Orbital gap (alpha / beta)**: 7.95 / 7.15 eV
**Spin multiplicity**: 3
**LUMO level (alpha / beta)**: -0.1676 / -0.2728 hartree
**Expectation value of S²**: 2.042
**Energy above the lowest of the compared OMol25 structures with the same formula, charge and spin**: 203.3 kJ/mol
**Total charge**: +1

Each line ends with the natural charge from an NBO analysis.
Positions of all 15 atoms, in Å:
1 N -1.120 -0.467 -0.317  0.14
2 C 0.181 1.618 0.275  0.03
3 H -1.768 2.668 0.304  0.26
4 H -0.289 -2.346 -0.459  0.25
5 H -1.242 -1.936 1.081  0.26
6 N 0.741 0.565 -0.091  -0.23
7 H 0.657 2.531 0.598  0.22
8 C -1.238 -1.817 0.024  -0.48
9 H 2.265 -0.482 -1.221  0.26
10 N -1.714 0.538 -0.044  -0.12
11 H 2.886 0.720 -0.060  0.24
12 C 2.042 0.012 -0.246  -0.47
13 C -1.264 1.728 0.217  0.13
14 H 1.959 -0.974 0.342  0.26
15 H -2.096 -2.357 -0.402  0.26

The following is a DFT calculation (the ωB97M-V functional and the def2-TZVPD basis) of a 3-piece molecular cluster, C30H55F2N4O2 overall.

Results
**Orbital gap (alpha / beta)**: 5.81 / 6.51 eV
**Spin multiplicity**: 3
**LUMO level (alpha / beta)**: -0.1607 / -0.1607 hartree
**Expectation value of S²**: 2.008
**Total charge**: +1

Each line ends with the Löwdin charge.
Positions of all 93 atoms, in Å:
1 C -3.569 4.943 -0.962  0.05
2 H 1.800 -2.632 1.766  0.12
3 H -6.135 5.593 3.944  0.10
4 H -0.641 -2.732 1.027  0.07
5 H 1.839 -3.680 -3.336  0.12
6 C 0.677 -5.875 1.318  -0.04
7 C 2.414 -3.237 -5.858  -0.04
8 H -6.418 5.986 1.559  0.16
9 H 0.650 -0.527 -1.564  0.12
10 C 2.304 -2.135 -4.784  -0.49
11 H 0.572 -3.244 5.846  0.08
12 H -1.526 -0.730 -3.853  0.08
13 C -1.902 5.969 0.691  -0.14
14 C -2.187 5.250 -0.561  -0.09
15 H 1.672 1.199 -4.708  0.10
16 H -4.540 6.584 3.921  0.09
17 H 4.411 -1.790 -5.239  0.09
18 H -5.712 5.220 -0.355  0.15
19 H -0.885 0.633 -4.782  0.09
20 H 3.512 -3.172 -3.308  0.13
21 C -0.739 3.259 -1.436  -0.32
22 H -0.698 6.966 1.975  0.13
23 H -1.002 0.715 -3.022  0.05
24 C 2.488 -2.800 -3.408  -0.13
25 C -3.075 6.349 1.500  0.08
26 N -0.623 6.355 1.157  0.01
27 C 1.178 -6.267 4.380  -0.04
28 C 1.535 0.790 -3.704  -0.03
29 H 0.255 4.617 3.568  0.08
30 H 2.515 0.645 -3.253  0.06
31 C 0.666 -0.490 -3.735  -0.48
32 H 0.680 -5.914 0.226  0.09
33 C -1.039 4.816 -1.519  -0.06
34 C 3.498 -1.206 -5.094  -0.04
35 H 3.172 -4.557 4.753  0.13
36 H 3.411 -3.681 -5.853  0.09
37 H -0.169 -6.479 1.656  0.09
38 H -1.179 1.425 -0.220  0.10
39 H 1.233 -4.738 6.469  0.09
40 H -1.232 4.003 2.605  0.06
41 C -4.639 5.391 -0.093  0.01
42 H 1.598 -6.369 1.620  0.06
43 H 2.293 -3.870 0.630  0.11
44 C -0.143 4.250 2.583  -0.09
45 H -1.424 -4.313 0.905  0.09
46 H -2.926 6.901 2.453  0.15
47 C -5.488 6.476 1.957  -0.29
48 F 0.644 3.018 -1.218  -0.05
49 C 0.558 -4.416 1.816  -0.48
50 H 2.236 -2.834 -6.858  0.09
51 H 1.060 1.568 -3.103  0.06
52 H 0.543 4.605 0.516  0.09
53 N 1.035 -1.354 -4.894  -0.06
54 C 0.810 -1.225 -2.393  -0.13
55 H 0.034 -1.992 -2.299  0.12
56 H -0.434 -4.700 5.896  0.09
57 H 1.735 -6.715 3.560  0.06
58 H -1.416 2.953 0.700  0.06
59 H 3.255 -5.238 2.424  0.10
60 H 0.396 3.274 2.402  0.09
61 C 2.174 -1.886 -2.228  -0.17
62 C -1.523 2.493 -0.323  -0.03
63 H -1.038 2.805 -2.418  0.13
64 H -0.145 5.444 -1.250  0.13
65 C -0.769 0.055 -3.861  -0.04
66 O 0.046 -2.220 -5.081  -0.01
67 H -0.115 -3.869 -0.189  0.07
68 N -4.353 6.040 1.077  -0.04
69 H -3.773 4.415 -1.924  0.14
70 H -1.301 5.078 -2.578  0.13
71 H 3.871 -3.609 2.541  0.11
72 C 1.059 -4.730 4.294  -0.49
73 C 1.917 -3.715 1.647  -0.14
74 C 0.297 5.219 1.415  -0.22
75 H 3.331 -0.646 -6.017  0.09
76 C 2.445 -4.099 4.076  -0.13
77 C -5.201 5.852 3.396  0.00
78 H 1.713 -6.562 5.286  0.09
79 C -0.465 -3.793 0.843  -0.04
80 H 0.192 -6.736 4.427  0.09
81 F -5.589 7.857 2.009  0.04
82 C 0.575 -4.326 5.702  -0.05
83 N 0.076 -4.374 3.229  -0.06
84 H 1.712 -4.054 -5.688  0.08
85 H 3.731 -0.502 -4.299  0.06
86 H 2.959 -1.133 -2.113  0.11
87 O -0.351 -3.140 3.472  -0.03
88 C 2.962 -4.208 2.644  -0.18
89 H -2.630 2.432 -0.519  0.09
90 H 2.181 -2.471 -1.304  0.09
91 H -4.616 4.902 3.241  0.10
92 H 2.410 -3.037 4.342  0.12
93 H 1.274 5.678 1.741  0.13

The following is a DFT calculation (the ωB97M-V functional and the def2-TZVPD basis) of a 10-piece molecular cluster, C4H29NO10 overall.

Results
**SMILES**: COC[C@H](C)N.O.O.O.O.O.O.O.O.O
**Orbital gap**: 9.23 eV
**LUMO level**: -0.0170 hartree
**Energy above the lowest of the compared OMol25 structures with the same formula, charge and spin**: 302.4 kJ/mol

Each line ends with the natural charge from an NBO analysis.
Positions of all 44 atoms, in Å:
1 C 1.658 1.187 -5.111  -0.62
2 O -0.922 -0.026 4.737  -0.95
3 H 2.445 0.975 3.863  0.47
4 H -3.796 -0.568 2.964  0.49
5 H -1.987 1.071 -1.962  0.16
6 H -1.534 1.049 -0.365  0.21
7 O 0.418 -2.811 -0.692  -0.94
8 H -1.244 2.879 2.908  0.47
9 H -1.581 -0.573 4.302  0.47
10 H -1.318 -0.443 -1.248  0.16
11 H -0.376 0.427 -3.679  0.17
12 O 2.348 1.334 -0.081  -0.98
13 H 1.338 -0.018 3.553  0.47
14 H 1.353 -2.567 0.642  0.47
15 H 2.445 1.736 -5.626  0.22
16 H 0.620 -2.849 -1.630  0.49
17 H 2.641 1.464 -0.994  0.48
18 H 3.064 0.490 -2.781  0.35
19 H 0.668 1.279 -5.556  0.21
20 H -3.581 -1.537 4.114  0.45
21 H 1.391 1.330 -0.137  0.47
22 H -0.297 -0.652 5.113  0.49
23 H -0.666 -1.126 1.099  0.48
24 H -4.213 -2.161 0.734  0.49
25 O 0.075 1.045 -1.773  -0.55
26 O -3.582 -1.740 1.322  -0.95
27 O 1.842 -2.244 1.412  -0.98
28 H 1.383 -1.439 1.673  0.48
29 H 0.894 -0.526 -2.909  0.15
30 O -0.298 -0.359 1.545  -0.95
31 C -1.212 0.641 -1.323  -0.25
32 C 0.476 0.481 -2.997  -0.05
33 H 0.993 2.400 -3.516  0.19
34 H -0.285 -3.453 -0.569  0.48
35 H -1.050 0.055 1.974  0.48
36 H 3.570 1.831 -3.417  0.37
37 C 1.503 1.439 -3.605  -0.06
38 H 1.972 0.140 -5.100  0.19
39 H -3.181 -2.467 1.805  0.47
40 H -1.164 1.416 3.313  0.48
41 O -1.777 2.085 2.993  -0.95
42 N 2.802 1.467 -2.867  -0.83
43 O 2.191 0.058 3.987  -0.94
44 O -4.030 -0.721 3.884  -0.93

no.,calculated total energy (eV)
1,-130621.183
2,-8735.221
3,-47481.407
4,-26582.565